{"formula": "C31H84N2O11PS12", "method": "ωB97M-V with the def2-TZVPD basis set", "total_charge": 1, "gap_ha": 0.1977, "energy_ev": -198306.257, "species": ["C", "C", "P", "C", "C", "C", "N", "S", "C", "C", "C", "C", "N", "H", "H", "H", "H", "H", "H", "H", "H", "H", "H", "H", "H", "H", "H", "H", "H", "H", "H", "C", "S", "O", "C", "H", "H", "H", "H", "H", "H", "C", "S", "O", "C", "H", "H", "H", "H", "H", "H", "C", "S", "O", "C", "H", "H", "H", "H", "H", "H", "C", "S", "O", "C", "H", "H", "H", "H", "H", "H", "C", "S", "O", "C", "H", "H", "H", "H", "H", "H", "C", "S", "O", "C", "H", "H", "H", "H", "H", "H", "C", "S", "O", "C", "H", "H", "H", "H", "H", "H", "C", "S", "O", "C", "H", "H", "H", "H", "H", "H", "C", "S", "O", "C", "H", "H", "H", "H", "H", "H", "C", "S", "O", "C", "H", "H", "H", "H", "H", "H", "C", "S", "O", "C", "H", "H", "H", "H", "H", "H"], "xyz": [[6.04272, 9.19090, 3.06084], [5.18401, 8.04171, 2.40329], [5.23415, 6.42417, 3.41602], [7.04835, 5.91288, 3.68789], [4.37494, 5.16863, 2.29160], [5.28086, 4.26863, 1.34326], [4.52979, 3.22150, 1.04864], [5.30944, 2.09224, -0.04223], [3.18675, 3.16697, 1.67538], [3.28548, 4.20348, 2.88894], [1.88018, 4.77309, 3.32350], [1.55857, 6.20083, 2.77470], [1.06179, 6.31126, 1.58150], [5.72534, 9.36894, 4.11831], [5.86225, 10.13219, 2.46751], [7.12335, 8.91640, 2.94666], [4.08259, 8.28527, 2.32179], [5.56710, 7.76688, 1.37937], [7.60412, 6.66357, 4.31213], [7.54841, 5.91706, 2.67418], [7.13044, 4.88107, 4.12853], [3.86793, 5.83023, 1.52856], [6.30525, 4.47250, 0.95763], [5.21678, 2.74002, -1.27323], [2.34376, 3.49610, 1.00978], [3.12820, 2.14166, 2.13050], [3.62634, 3.56621, 3.74957], [1.09860, 4.08054, 2.88951], [1.73472, 4.79730, 4.43507], [1.69832, 7.13384, 3.38094], [0.89821, 7.30630, 1.37197], [8.14502, -1.68357, -1.56943], [7.63635, -0.65003, -2.95438], [6.68041, 0.37350, -2.42461], [6.65916, -1.91650, -3.78560], [8.74349, -1.07772, -0.89005], [7.26865, -2.05940, -1.04185], [8.74749, -2.51440, -1.93902], [5.87367, -2.27624, -3.11962], [7.30919, -2.74059, -4.08137], [6.20814, -1.47502, -4.67390], [-0.21395, 1.59434, -1.98817], [-0.64474, 1.34798, -0.25440], [-1.65053, 0.24687, -0.19743], [-1.53589, 2.90251, -0.05871], [0.32317, 0.71309, -2.33790], [-1.12001, 1.72524, -2.58126], [0.42879, 2.47157, -2.08156], [-2.35785, 2.95275, -0.77165], [-0.84971, 3.73793, -0.21456], [-1.93399, 2.94601, 0.95389], [-3.48158, -2.63726, 4.27516], [-2.47684, -1.32514, 3.55697], [-2.60623, -0.12325, 4.43679], [-3.53410, -1.06623, 2.12271], [-3.03045, -2.94248, 5.21973], [-4.49363, -2.27420, 4.45777], [-3.50320, -3.48533, 3.58945], [-4.54303, -0.80497, 2.44633], [-3.55681, -1.97516, 1.51936], [-3.11978, -0.25059, 1.53076], [6.34350, -2.49792, 3.89861], [5.85816, -1.98650, 2.23911], [6.91948, -2.45270, 1.29966], [6.11500, -0.21999, 2.50646], [6.29571, -3.58506, 3.94968], [7.36254, -2.16874, 4.10603], [5.65348, -2.07072, 4.62754], [7.14860, -0.03339, 2.80244], [5.43249, 0.13334, 3.28175], [5.90484, 0.30413, 1.57166], [-4.24864, -2.81172, -3.94058], [-3.71243, -1.27927, -3.15652], [-2.55349, -0.75339, -3.94302], [-3.04901, -2.05209, -1.67045], [-4.66833, -2.57210, -4.91611], [-3.39741, -3.48241, -4.06688], [-5.01431, -3.28700, -3.32717], [-2.27275, -2.77090, -1.93995], [-3.85426, -2.55325, -1.12885], [-2.61965, -1.27054, -1.04252], [-5.04876, 5.39902, 1.90617], [-5.47128, 3.75960, 1.28318], [-4.45458, 3.39816, 0.25084], [-6.96529, 4.27106, 0.41190], [-4.11219, 5.32521, 2.45829], [-4.92621, 6.09310, 1.07337], [-5.83633, 5.74826, 2.57515], [-6.72151, 5.03610, -0.32657], [-7.69086, 4.65706, 1.12915], [-7.38335, 3.40037, -0.09220], [-8.08121, -3.72850, -7.16263], [-7.18291, -5.12202, -6.45096], [-6.58375, -4.65607, -5.16306], [-5.86604, -5.14623, -7.68236], [-8.93724, -3.50925, -6.52493], [-7.43129, -2.85359, -7.21185], [-8.43232, -3.99374, -8.16070], [-5.35509, -4.18295, -7.69984], [-6.28825, -5.36540, -8.66262], [-5.15769, -5.92533, -7.41387], [-3.27246, -6.45292, 2.44843], [-3.72976, -5.41388, 1.04657], [-4.69688, -4.38934, 1.54580], [-4.67942, -6.67879, 0.18043], [-2.69605, -5.84996, 3.14976], [-4.17030, -6.82643, 2.94295], [-2.66036, -7.28548, 2.09948], [-5.48825, -7.03825, 0.81809], [-4.02097, -7.50388, -0.09378], [-5.09877, -6.23548, -0.72264], [-8.02413, -4.66738, 1.34244], [-9.36539, -4.36598, 2.50911], [-10.37796, -5.44458, 2.31558], [-9.99115, -2.88440, 1.69122], [-7.51027, -5.58061, 1.63841], [-8.42709, -4.78727, 0.33533], [-7.32129, -3.83398, 1.37020], [-10.26941, -3.11738, 0.66243], [-9.22480, -2.10807, 1.70783], [-10.86933, -2.53732, 2.23491], [8.90509, 5.02677, 7.71306], [9.09050, 4.52233, 5.99157], [8.53413, 3.14182, 5.86423], [10.88799, 4.38232, 6.03451], [7.84215, 5.13797, 7.92585], [9.32957, 4.26708, 8.37043], [9.40711, 5.98274, 7.86825], [11.18630, 3.66342, 6.79854], [11.32425, 5.35951, 6.24571], [11.22918, 4.03739, 5.05885], [-3.70354, -6.78574, -11.84085], [-3.73169, -7.24853, -10.09785], [-3.77719, -5.98616, -9.30091], [-2.03656, -7.86183, -10.04028], [-4.66412, -6.33731, -12.09239], [-2.90685, -6.06269, -12.02050], [-3.54919, -7.67638, -12.45142], [-1.34526, -7.07067, -10.33355], [-1.93608, -8.71748, -10.70932], [-1.81899, -8.17385, -9.01930]], "atomic_forces_ev_per_a": [[-0.582, -0.266, -0.944], [0.389, -0.944, -0.344], [-0.362, 0.511, 1.639], [0.031, 0.081, -1.660], [1.528, 0.395, -1.231], [-3.819, 0.134, 1.870], [2.803, 1.967, -1.026], [-0.315, -0.659, -1.182], [-0.410, -0.029, 1.607], [0.489, -1.070, -0.491], [-0.514, 0.774, -0.466], [-0.726, -0.196, -1.424], [0.907, 0.062, 1.660], [0.515, -0.213, -0.843], [0.258, -0.898, 0.701], [-0.922, 0.395, 0.467], [1.219, -0.150, 0.110], [-0.358, 0.703, 0.738], [-0.876, -0.772, -0.446], [-0.123, -0.151, 1.033], [-0.251, 1.106, -0.341], [0.225, -0.433, 0.623], [-1.002, -0.457, 0.275], [-0.271, -0.208, 1.159], [1.019, -0.777, 0.152], [-0.622, 0.842, -1.008], [0.297, 1.038, -0.662], [0.730, 0.788, 0.547], [0.475, -0.194, -1.008], [0.157, -1.098, -0.066], [-0.010, -0.418, 0.014], [-0.110, 0.040, -0.007], [0.131, -0.212, -0.015], [-0.163, 0.062, 0.238], [-0.153, 0.033, 0.003], [-0.041, 0.020, -0.072], [0.018, 0.048, 0.018], [-0.001, 0.070, -0.060], [0.059, 0.057, 0.049], [0.043, 0.072, 0.027], [0.077, 0.051, 0.058], [-0.031, -0.072, -0.084], [-0.023, 0.248, -0.137], [0.271, 0.347, 0.109], [0.086, -0.030, -0.040], [-0.078, -0.006, 0.066], [-0.022, -0.089, 0.066], [-0.014, -0.003, 0.091], [-0.006, -0.090, 0.088], [0.082, -0.071, 0.006], [-0.023, -0.101, -0.077], [0.046, -0.083, 0.181], [-0.237, 0.058, -0.116], [-0.004, -0.175, -0.120], [-0.041, 0.160, -0.075], [0.050, 0.105, -0.040], [0.040, 0.043, -0.063], [-0.078, 0.114, -0.050], [0.048, -0.068, 0.134], [0.009, -0.029, 0.087], [0.101, -0.081, 0.066], [0.097, 0.019, 0.057], [0.034, -0.132, -0.034], [-0.145, 0.205, 0.239], [0.097, 0.161, 0.011], [-0.042, 0.056, -0.108], [-0.021, 0.015, -0.084], [-0.023, -0.008, -0.063], [-0.015, -0.062, -0.003], [0.001, -0.079, 0.020], [0.061, -0.339, 0.156], [0.080, 0.059, -0.053], [0.085, -0.198, 0.068], [-0.061, -0.100, 0.129], [0.042, -0.018, 0.124], [-0.027, 0.006, 0.094], [0.041, 0.083, 0.034], [-0.032, 0.060, -0.070], [-0.044, 0.016, -0.119], [-0.059, 0.013, -0.081], [-0.096, -0.078, -0.199], [0.041, 0.112, -0.051], [-0.006, -0.069, -0.087], [-0.274, 0.263, 0.206], [-0.025, 0.067, -0.086], [-0.055, -0.103, -0.028], [-0.019, -0.078, -0.034], [0.009, -0.065, -0.009], [0.072, -0.035, 0.032], [0.049, -0.042, 0.026], [0.101, -0.014, 0.069], [-0.038, 0.111, 0.050], [0.087, 0.056, -0.096], [-0.048, 0.044, -0.200], [-0.204, 0.073, 0.278], [0.059, -0.077, 0.012], [0.049, -0.068, 0.033], [0.025, -0.050, 0.040], [-0.026, -0.024, 0.037], [-0.008, -0.030, 0.065], [-0.112, 0.052, 0.028], [-0.065, -0.013, 0.099], [0.002, -0.111, -0.075], [0.119, -0.187, -0.003], [-0.111, 0.008, -0.002], [-0.014, 0.027, -0.093], [-0.023, 0.055, -0.060], [-0.005, 0.059, -0.043], [0.049, 0.051, 0.039], [0.031, 0.064, 0.017], [0.070, 0.055, 0.056], [-0.033, 0.069, -0.129], [-0.098, -0.184, -0.083], [0.230, 0.281, -0.038], [-0.048, 0.064, -0.097], [-0.060, 0.078, 0.099], [-0.098, -0.001, 0.060], [0.035, -0.079, 0.067], [0.021, -0.077, 0.043], [0.012, -0.051, 0.038], [0.057, -0.097, 0.040], [-0.038, -0.037, 0.077], [0.329, -0.126, 0.329], [0.017, 0.290, -0.059], [0.061, -0.079, 0.006], [0.034, -0.025, -0.093], [-0.002, -0.030, -0.087], [-0.010, -0.022, -0.064], [-0.090, 0.001, -0.012], [-0.067, -0.002, -0.018], [-0.102, 0.019, 0.021], [0.041, 0.068, -0.064], [0.079, 0.094, -0.002], [0.288, -0.292, -0.407], [0.101, 0.023, -0.001], [0.017, -0.046, 0.101], [-0.008, -0.014, 0.091], [-0.026, -0.008, 0.063], [-0.088, 0.036, 0.007], [-0.063, 0.015, 0.021], [-0.110, 0.036, -0.028]]}